# 1
The following is a DFT calculation (the ωB97M-V functional and the def2-TZVPD basis) of a molecular structure, C4H11NO2.

Kohn-Sham gap (eV): 9.25
Highest occupied orbital energy (eV): -9.015
ΔE to the lowest compared entry with this formula, charge and spin (kcal/mol): 109.9
Molecular weight (g mol⁻¹): 105.1

The geometry in ORCA input format:
```
! wB97M-V def2-TZVPD RIJCOSX def2/J DEFGRID3
* xyz 0 1
C -0.6605 0.0470 0.8801
C -2.0939 -0.3714 0.9239
N -0.7039 0.0910 -1.4225
H -0.9238 -0.8452 -1.7447
H -1.3510 0.8351 -1.6618
H -0.0859 -0.4569 1.6445
H -0.4474 1.1070 0.8216
H -2.7444 0.2604 0.3207
H -2.4271 -0.2971 1.9684
H -2.2159 -1.4162 0.6311
C 2.1971 -0.1714 0.6117
C 0.6866 0.4856 -1.6010
O 1.0469 -0.5748 -0.0804
O 0.9793 1.6668 -1.4318
H 1.2208 -0.1665 -2.3130
H 2.4660 0.8625 0.3601
H 2.0179 -0.2170 1.6989
H 3.0392 -0.8388 0.3944
*
```

Atomic partial charges in e from the natural (NBO) method, atoms 1 to 8: C 0.049; C -0.680; N -0.838; H 0.385; H 0.392; H 0.188; H 0.213; H 0.215


# 2
The following is a DFT calculation (the ωB97M-V functional and the def2-TZVPD basis) of a gas-phase ion, C4H11NO2 (charge +1).

Kohn-Sham gap (alpha / beta) (eV): 12.16 / 7.07
Highest occupied orbital energy (alpha / beta) (eV): -15.019 / -14.973
ΔE to the lowest compared entry with this formula, charge and spin (kcal/mol): 22.6
Molecular weight (g mol⁻¹): 105.1

The geometry in ORCA input format:
```
! wB97M-V def2-TZVPD RIJCOSX def2/J DEFGRID3
* xyz 1 2
C 0.5944 0.2153 -0.7828
C 1.0731 -0.9296 0.1445
C 2.2141 -1.6552 -0.6136
O 0.0363 -1.8431 0.4183
N -0.1762 1.1271 0.0350
C -1.5561 1.2247 -0.1634
O -2.0785 1.9486 1.0014
H 1.5020 0.6049 -1.2605
H -0.0504 -0.0919 -1.6015
H 1.4264 -0.4939 1.0720
H 2.9254 -0.8680 -0.9059
H 2.6599 -2.5292 -0.1357
H 1.8448 -1.9469 -1.6086
H 0.3733 -2.7385 0.3316
H 0.2202 1.8330 0.6572
H -2.1030 0.2563 -0.1642
H -1.9408 1.7676 -1.0298
H -2.9924 2.0013 0.6878
*
```

Atomic partial charges in e from the natural (NBO) method, atoms 1 to 8: C -0.290; C 0.115; C -0.643; O -0.702; N -0.157; C -0.006; O -0.669; H 0.273


# 3
The following is a DFT calculation (the ωB97M-V functional and the def2-TZVPD basis) of 2 unconnected molecules or ions with the total composition C4H11NO2.

Kohn-Sham gap (alpha / beta) (eV): 10.44 / 5.86
Highest occupied orbital energy (alpha / beta) (eV): -15.444 / -15.442
ΔE to the lowest compared entry with this formula, charge and spin (kcal/mol): 37.8
Molecular weight (g mol⁻¹): 105.1

The geometry in ORCA input format:
```
! wB97M-V def2-TZVPD RIJCOSX def2/J DEFGRID3
* xyz 1 2
C 2.0310 0.2417 -0.7375
C 0.9416 -0.7020 -1.3028
C 0.2614 -1.4841 -0.1272
C -1.2268 -1.2566 -0.1113
N -1.6165 -0.5253 1.1625
O -1.9783 -1.2459 -1.0289
H 2.8216 -0.4249 -0.3815
H 2.3200 1.0200 -1.4393
H 1.5824 0.7776 0.1208
H 1.3369 -1.3886 -2.0470
H 0.1580 -0.1253 -1.8362
H 0.7434 -1.1501 0.8093
H 0.4583 -2.5376 -0.3180
H -1.1731 0.3768 0.8932
H -2.5966 -0.4027 0.8599
H -0.7822 3.4897 1.7317
H -2.1170 2.7176 1.8611
O -1.1639 2.6198 1.8911
*
```

Atomic partial charges in e from the natural (NBO) method, atoms 1 to 8: C -0.606; C -0.383; C -0.502; C 0.705; N -0.566; O -0.161; H 0.226; H 0.248


# 4
The following is a DFT calculation (the ωB97M-V functional and the def2-TZVPD basis) of 2 unconnected molecules or ions with the total composition C4H11NO2.

Kohn-Sham gap (alpha / beta) (eV): 9.41 / 4.45
Highest occupied orbital energy (alpha / beta) (eV): -14.039 / -14.039
ΔE to the lowest compared entry with this formula, charge and spin (kcal/mol): 27.0
Molecular weight (g mol⁻¹): 105.1

The geometry in ORCA input format:
```
! wB97M-V def2-TZVPD RIJCOSX def2/J DEFGRID3
* xyz 1 2
C 1.2974 -0.7006 -1.7347
C 0.4828 0.4553 -1.1851
C -0.1320 0.4179 0.2412
C 0.8798 -0.0840 1.2854
N 1.8758 0.7782 1.6796
O 0.7688 -1.1430 1.8703
H 0.8201 -1.4039 -2.4044
H 2.1657 -0.2905 -2.2625
H 1.8850 -1.2616 -0.9897
H -0.3035 0.6078 -1.9236
H 1.0834 1.3674 -1.1077
H -0.9422 -0.3101 0.3194
H -0.5411 1.4096 0.4202
H 2.1109 1.4088 0.9232
H 2.5311 0.3395 2.2956
H -4.5907 0.1375 1.2540
H -4.3483 -1.1670 0.5288
O -5.0429 -0.5612 0.7902
*
```

Atomic partial charges in e from the natural (NBO) method, atoms 1 to 8: C -0.643; C -0.393; C -0.455; C 0.656; N -0.692; O -0.060; H 0.250; H 0.246


# 5
The following is a DFT calculation (the ωB97M-V functional and the def2-TZVPD basis) of 2 unconnected molecules or ions with the total composition C4H11NO2.

Kohn-Sham gap (alpha / beta) (eV): 10.39 / 4.82
Highest occupied orbital energy (alpha / beta) (eV): -14.504 / -14.486
ΔE to the lowest compared entry with this formula, charge and spin (kcal/mol): 30.2
Molecular weight (g mol⁻¹): 105.1

The geometry in ORCA input format:
```
! wB97M-V def2-TZVPD RIJCOSX def2/J DEFGRID3
* xyz 1 2
C 1.4249 -1.3006 0.9875
C 0.7729 -0.3048 0.0571
N -0.2460 0.4243 0.4823
C -0.8575 0.2387 1.7832
C -2.0603 1.2456 1.9067
O 1.3254 -0.2012 -1.0675
H 1.9324 -0.7024 1.7727
H 2.2924 -1.7953 0.5481
H 0.7242 -1.9527 1.5080
H -0.6786 0.8993 -0.3036
H -1.2764 -0.7699 1.8201
H -0.1559 0.5009 2.5650
H -3.0486 0.7980 1.7430
H -2.1384 1.4062 2.9907
H -1.9515 2.1689 1.3480
H 0.0626 -0.3533 -2.7831
H 0.5643 0.4563 -3.9522
O -0.1413 -0.1576 -3.6987
*
```

Atomic partial charges in e from the Mulliken method, atoms 1 to 8: C -1.161; C 0.649; N 0.073; C -0.289; C -1.197; O -0.375; H 0.381; H 0.337


# 6
The following is a DFT calculation (the ωB97M-V functional and the def2-TZVPD basis) of 2 unconnected molecules or ions with the total composition C4H11NO2S.

Kohn-Sham gap (eV): 9.57
Highest occupied orbital energy (eV): -9.150
SMILES string: N[C@@H](C=O)CCS.O
ΔE to the lowest compared entry with this formula, charge and spin (kcal/mol): 52.2
Molecular weight (g mol⁻¹): 137.2

The geometry in ORCA input format:
```
! wB97M-V def2-TZVPD RIJCOSX def2/J DEFGRID3
* xyz 0 1
O -2.5044 -0.6265 1.6673
C -1.3419 -0.6661 1.4260
C -0.7742 0.1559 0.3780
C -0.1074 -0.8647 -0.8018
C 0.4111 -0.0637 -1.9314
S 2.0980 0.4722 -1.5227
N -1.8364 0.9846 -0.2334
H -0.5949 -1.4122 1.8807
H 0.0886 0.8053 0.7420
H 0.6334 -1.6015 -0.2653
H -1.0419 -1.5162 -1.1283
H -0.3487 0.7493 -2.2419
H 0.6521 -0.6914 -2.8319
H 1.7036 1.6494 -1.0056
H -2.2263 0.5829 -1.1480
H -2.5718 1.2443 0.4057
H 1.1339 0.8017 2.5252
H 2.3019 -0.2601 2.1855
O 1.3082 -0.1444 2.3895
*
```

Atomic partial charges in e from the natural (NBO) method, atoms 1 to 8: O -0.533; C 0.416; C -0.161; C -0.404; C -0.556; S -0.044; N -0.878; H 0.129


# 7
The following is a DFT calculation (the ωB97M-V functional and the def2-TZVPD basis) of C4H11NO2S in the gas phase.

Kohn-Sham gap (eV): 10.73
Highest occupied orbital energy (eV): -9.895
SMILES string: CC(C)(N)S(C)(=O)=O
ΔE to the lowest compared entry with this formula, charge and spin (kcal/mol): 56.2
Molecular weight (g mol⁻¹): 137.2

The geometry in ORCA input format:
```
! wB97M-V def2-TZVPD RIJCOSX def2/J DEFGRID3
* xyz 0 1
C 0.8945 0.0412 1.2543
C 0.3472 1.8823 -0.3735
C -1.9175 -1.5976 0.3693
C 0.2273 0.3791 -0.0754
N 0.7428 -0.5600 -1.1365
O -1.9487 0.1665 -1.4559
O -2.2723 1.0409 0.8325
S -1.6149 0.1786 -0.0885
H 0.5408 -0.9955 1.3886
H 0.7348 0.8981 1.9216
H 1.9065 -0.1211 1.1660
H -0.5191 2.1142 -0.9096
H 1.2858 2.2186 -0.8417
H 0.1394 2.5494 0.5467
H -1.7648 -1.6780 1.3758
H -2.8688 -1.9146 0.1830
H -1.2634 -2.2087 -0.2497
H 1.5306 -0.2326 -1.6442
H -0.1770 -0.6230 -1.6597
*
```

Atomic partial charges in e from the natural (NBO) method, atoms 1 to 8: C -0.638; C -0.655; C -0.842; C -0.085; N -0.876; O -0.971; O -0.924; S 2.163


# 8
The following is a DFT calculation (the ωB97M-V functional and the def2-TZVPD basis) of 2 unconnected molecules or ions with the total composition C4H11NO2S.

Kohn-Sham gap (eV): 9.69
Highest occupied orbital energy (eV): -9.175
SMILES string: NC(=O)CCCS.O
ΔE to the lowest compared entry with this formula, charge and spin (kcal/mol): 35.8
Molecular weight (g mol⁻¹): 137.2

The geometry in ORCA input format:
```
! wB97M-V def2-TZVPD RIJCOSX def2/J DEFGRID3
* xyz 0 1
C 1.1043 -0.9220 -0.3998
C 0.3806 -0.2761 0.8765
C 0.6779 1.1971 1.2108
S 2.4228 1.4576 1.6379
C 0.5113 -0.1709 -1.5919
N -0.5729 -0.7723 -2.2149
O 0.6378 1.0200 -1.8261
H 0.8604 -2.0266 -0.3530
H 2.2226 -0.9282 -0.3277
H -0.6549 -0.7406 0.5932
H 0.7838 -0.8398 1.6927
H 0.3465 1.8186 0.3604
H 0.1644 1.5506 2.0407
H 2.1804 0.9934 2.9029
H -1.0348 -0.3310 -3.1436
H -0.7026 -1.6619 -2.0499
H -2.5405 0.6691 -0.1528
H -3.4725 -0.4745 0.2692
O -3.3148 0.4375 0.4753
*
```

Atomic partial charges in e from the natural (NBO) method, atoms 1 to 8: C -0.507; C -0.394; C -0.533; S -0.028; C 0.663; N -0.833; O -0.619; H 0.212


no.,largest force on an atom (eV/A)
1,1.59
2,3.77
3,3.77
4,4.10
5,4.62
6,4.51
7,4.18
8,6.52